(1)
The following is a quantum chemistry calculation of C3H6N2 in the gas phase at a distorted geometry, from OMol25.

Spin multiplicity   1
Highest occupied orbital energy (alpha / beta)   -8.262 / -7.478 eV
E_LUMO (alpha / beta)   0.70 / 0.29 eV
Gap between HOMO and LUMO (alpha / beta)   0.329 / 0.285 Ha
ΔE to the lowest compared entry with this formula, charge and spin   5.708 eV
Strongest force on any atom   0.0238 hartree/bohr

Each line ends with the Mulliken charge.
Atoms and positions in Å:
C 0.87462 0.74447 0.23027  -0.0525
C 1.41035 -0.56128 -0.17365  -0.9510
C -0.63695 0.52516 0.20712  0.2425
N -1.51393 0.02974 -0.76147  -0.3796
N -1.56850 -0.39307 0.65207  -0.5082
H 1.17985 1.06092 1.22336  0.2258
H 1.09223 1.53358 -0.48442  0.2135
H 1.32389 -0.86044 -1.20402  0.3412
H 1.43115 -1.36065 0.54835  0.3544
H -2.28794 0.65056 -0.99355  0.2547
H -1.30476 -1.36898 0.75595  0.2593

(2)
The following is a quantum chemistry calculation of 2 unconnected molecules or ions with the total composition C3H9NO3 at a distorted geometry, from OMol25.

Spin multiplicity   1
Highest occupied orbital energy   -9.689 eV
E_LUMO   0.58 eV
Gap between HOMO and LUMO   0.378 Ha
ΔE to the lowest compared entry with this formula, charge and spin   2.202 eV
Strongest force on any atom   0.0792 hartree/bohr

Each line ends with the Mulliken charge.
Atoms and positions in Å:
N 1.47303 0.42829 1.14057  -0.5493
C 0.24881 -0.36748 0.63605  -0.6045
C -1.13206 0.00842 1.31039  -0.2946
C -2.06907 -1.24292 1.33912  0.4247
O -3.15872 -1.41738 0.76479  -0.5469
O -1.52928 -2.23703 2.21661  -0.4498
H 1.35243 0.64685 2.13604  0.2375
H 2.22000 -0.21579 0.84592  0.2394
H 0.35363 -1.46962 0.60226  0.2996
H 0.19912 -0.12983 -0.41145  0.3335
H -1.04206 0.35684 2.35916  0.3660
H -1.67535 0.53835 0.49899  0.1928
H -1.90702 -3.07399 1.72945  0.3517
O 2.34524 3.10570 -4.98212  -0.6310
H 2.08038 2.76944 -5.79369  0.3060
H 2.24093 2.30015 -4.39209  0.3249

(3)
The following is a quantum chemistry calculation of a molecular structure, C8H24ClI2OP2W at a distorted geometry, from OMol25.

<S²>   2.12
Spin multiplicity   3
Highest occupied orbital energy (alpha / beta)   -19.526 / -19.447 eV
E_LUMO (alpha / beta)   -13.62 / -15.28 eV
Gap between HOMO and LUMO (alpha / beta)   0.217 / 0.153 Ha
ΔE to the lowest compared entry with this formula, charge and spin   0.306 eV
Strongest force on any atom   0.0747 hartree/bohr
Net charge   +3

Each line ends with the Mulliken charge.
Atoms and positions in Å:
I -0.07997 0.22340 -4.53497  0.4065
I -0.02166 2.55917 -1.28619  0.2414
W -0.10691 -0.08045 -1.86766  -0.4263
P -2.10999 -0.29028 -0.65592  1.0704
C -3.13220 0.77185 0.42461  -1.1183
C -2.81464 0.00596 -2.32737  -1.1963
H -3.87848 -0.23537 -2.16173  0.4468
H -3.89331 -1.95655 -0.37778  0.4398
H -2.42172 -0.69080 -3.08925  0.4195
H -2.35004 -2.71779 -0.87967  0.4183
H -2.84840 1.82225 0.28300  0.3624
H -2.71272 1.05120 -2.65516  0.4419
C -2.79954 -1.94390 -0.24665  -1.2101
H -4.21099 0.64747 0.23533  0.4898
H -2.56335 -2.16014 0.80667  0.3959
H -2.92246 0.52191 1.47487  0.3630
P 2.02578 -0.20947 -0.85297  1.4258
C 2.76617 0.84976 0.43048  -1.0156
C 2.63013 -1.83974 -0.30870  -1.1870
H 2.91216 -0.58813 -3.11187  0.3897
H 4.12551 -0.05128 -1.90597  0.4603
H 3.02401 1.14769 -2.64434  0.3813
C 3.09886 0.11231 -2.28792  -1.2866
H 2.19972 -2.64443 -0.91293  0.4354
H 3.72489 -1.83257 -0.41041  0.4362
H 3.86217 0.72045 0.37268  0.4553
H 2.43603 0.55216 1.43573  0.2128
H 2.35602 -1.98114 0.74893  0.3845
H 2.53124 1.90375 0.25643  0.4173
Cl -0.08763 -2.39994 -2.13379  -0.1618
C 0.50907 1.28097 3.91595  -1.1825
C -0.10419 0.40170 2.84838  -0.0164
O -0.69202 1.17807 1.78313  -0.3649
H 1.46907 1.68065 3.58051  0.3038
H 0.67058 0.71005 4.83584  0.4044
H -0.18444 2.10399 4.10613  0.3325
H 0.59712 -0.30036 2.38809  0.0679
H -0.93257 -0.20478 3.22183  0.3637
H -0.07130 1.88237 1.50267  0.1990

(4)
The following is a quantum chemistry calculation of 2 unconnected molecules or ions with the total composition C3H4N2 at a distorted geometry, from OMol25.

Spin multiplicity   1
Highest occupied orbital energy   -8.917 eV
E_LUMO   -4.77 eV
Gap between HOMO and LUMO   0.152 Ha
ΔE to the lowest compared entry with this formula, charge and spin   6.732 eV
Strongest force on any atom   0.0470 hartree/bohr

Each line ends with the Mulliken charge.
Atoms and positions in Å:
C -0.19258 -1.81436 0.24677  -0.3290
C 0.08475 -0.54161 -0.19729  0.1721
N 1.17150 0.11283 -0.39118  -0.3287
C 0.16715 3.15445 -0.11494  -0.2514
N -0.71134 2.37762 -0.00447  -0.5340
H -1.24439 -2.11903 0.16905  0.2681
H -0.79940 0.16638 -0.06917  0.3616
H 0.98307 1.12807 -0.34227  0.3592
H 0.54124 -2.46434 0.70349  0.2820

(5)
The following is a quantum chemistry calculation of a molecular structure, C4F14NO16S6Sn at a distorted geometry, from OMol25.

Spin multiplicity   1
Highest occupied orbital energy   -1.983 eV
E_LUMO   4.89 eV
Gap between HOMO and LUMO   0.252 Ha
ΔE to the lowest compared entry with this formula, charge and spin   0.000 eV
Strongest force on any atom   0.2468 hartree/bohr
Net charge   -3

Each line ends with the Mulliken charge.
Atoms and positions in Å:
Sn -0.13083 0.27100 -1.01324  1.6906
N -2.11988 2.36852 -1.23326  0.0329
S -2.47452 3.80030 -1.59203  0.8244
O -2.51292 4.80610 -0.59053  -0.5703
O -3.01043 4.13190 -2.91073  -0.6324
F -0.88784 4.03185 -1.94608  -0.3518
S -3.64261 2.19293 -0.68050  1.0972
O -4.75133 2.10989 -1.53598  -0.6006
O -3.93059 2.78678 0.58136  -0.5995
F -3.44163 0.59613 -0.27387  -0.2888
C -1.76218 -3.29520 -3.54806  0.5873
F -0.85962 -2.52649 -4.19402  -0.2491
F -2.87764 -3.27474 -4.33393  -0.2578
F -1.32896 -4.50870 -3.49014  -0.2008
S -2.27404 -2.53095 -1.90186  1.1197
O -3.32266 -3.37455 -1.33761  -0.6591
O -1.02839 -2.56090 -1.05815  -0.5548
O -2.61328 -1.14015 -2.16969  -0.6449
C 1.95324 -4.19452 0.92895  0.5996
F 1.47214 -4.02167 2.14245  -0.2199
F 2.81173 -5.24175 1.04136  -0.2588
F 0.97708 -4.51213 0.13669  -0.2193
S 2.85748 -2.52902 0.44231  0.9968
O 3.70321 -2.05669 1.54927  -0.6794
O 3.70125 -2.99285 -0.63838  -0.7092
O 1.89302 -1.45397 0.12867  -0.3520
C 2.57720 4.64679 -0.50326  0.4770
F 3.51197 4.75574 -1.42583  -0.2195
F 2.84728 5.49194 0.53125  -0.2249
F 1.38658 4.89051 -1.02206  -0.1561
S 2.61350 2.78415 -0.00407  1.2155
O 2.23104 2.07276 -1.19021  -0.7292
O 3.94141 2.41085 0.40686  -0.6735
O 1.59827 2.56964 1.06358  -0.6475
C 1.20250 -0.78309 4.22771  0.5214
F 1.61355 0.46038 4.04063  -0.2512
F 2.12631 -1.60442 3.84148  -0.1743
F 1.01050 -0.85450 5.57889  -0.2642
S -0.51324 -0.94019 3.15411  1.0659
O -0.78693 -2.36299 2.83487  -0.6678
O -1.48907 -0.29317 4.03712  -0.6628
O -0.27064 -0.12552 1.92596  -0.5088

(6)
The following is a quantum chemistry calculation of a molecular structure, C10H14NO at a distorted geometry, from OMol25.

Spin multiplicity   1
Highest occupied orbital energy   -12.042 eV
E_LUMO   -4.66 eV
Gap between HOMO and LUMO   0.271 Ha
ΔE to the lowest compared entry with this formula, charge and spin   5.447 eV
Strongest force on any atom   0.1371 hartree/bohr
Net charge   +1

Each line ends with the Mulliken charge.
Atoms and positions in Å:
C 3.10302 1.92160 1.60148  -0.4884
C 2.23016 2.27320 0.61189  -0.5492
C 3.05656 0.58276 2.06827  -0.2656
C 1.16298 1.44718 0.24192  -0.1962
C 2.06502 -0.30515 1.63510  -0.5656
C 1.06166 0.12607 0.67963  0.3935
C -1.31287 -0.52980 -0.47268  0.9985
C -2.00995 -1.07338 -1.58649  -1.3313
C 1.21783 -1.65441 -0.93144  -1.1623
C -2.93136 0.65700 0.79763  -0.7461
N 0.42830 -0.93638 -0.00645  0.0518
O -1.62968 0.22899 0.43279  -0.1906
H 4.07384 2.45263 1.85688  0.2918
H 2.24265 3.21712 0.11807  0.3845
H 3.84051 0.16076 2.64013  0.4204
H 0.29454 1.74506 -0.41414  0.2169
H 2.08344 -1.23759 2.15792  0.3930
H -1.35931 -1.84883 -1.97585  0.3929
H -2.98921 -1.59416 -1.21718  0.3983
H -2.30368 -0.42301 -2.45185  0.3371
H 1.05577 -1.36521 -1.93105  0.4472
H 1.13413 -2.72044 -0.60062  0.3252
H 2.27906 -1.54315 -0.85072  0.4465
H -2.74774 1.82644 0.85936  0.2979
H -3.06035 0.24057 1.80523  0.3100
H -3.63846 0.31199 0.11981  0.3897

(7)
The following is a quantum chemistry calculation of a molecular structure, C6H13O4Sm at a distorted geometry, from OMol25.

<S²>   12.01
Spin multiplicity   7
Highest occupied orbital energy (alpha / beta)   -8.428 / -8.433 eV
E_LUMO (alpha / beta)   -5.12 / -5.07 eV
Gap between HOMO and LUMO (alpha / beta)   0.122 / 0.124 Ha
ΔE to the lowest compared entry with this formula, charge and spin   4.347 eV
Strongest force on any atom   0.0240 hartree/bohr
Net charge   +1

Each line ends with the Mulliken charge.
Atoms and positions in Å:
C 0.06462 -1.23441 1.33361  -0.3506
O 0.05043 0.13759 1.43653  -0.7594
H 0.22929 -1.58152 0.28274  0.1203
H 0.79247 -1.73522 2.01455  0.2996
H -0.93735 -1.69801 1.51868  -0.0859
O -2.94872 -1.26106 -2.88297  -0.5436
C -2.31381 -0.34838 -3.38793  0.2367
C -2.34694 1.02381 -2.78096  -0.5295
O -3.01810 1.00167 -1.55271  -0.5321
C -2.06264 0.92247 -0.19858  -0.3023
C -3.00166 0.57427 0.92590  -0.5314
O -3.67182 -0.63792 0.56653  -0.2778
C -4.19420 -1.36088 1.67271  -0.7767
Sm -4.73096 -0.73609 -1.53355  1.5066
H -1.64066 -0.52853 -4.24396  0.4300
H -2.85275 1.69070 -3.50255  0.3683
H -1.31303 1.39462 -2.67610  0.3861
H -1.66494 1.93652 -0.05824  0.2872
H -1.42320 0.11491 -0.58084  0.2826
H -3.73607 1.36946 1.12744  0.3044
H -2.41981 0.43337 1.85516  0.5230
H -4.69819 -2.24636 1.27186  0.2987
H -3.36564 -1.65550 2.33208  0.2973
H -4.91153 -0.73976 2.22829  0.3484

(8)
The following is a quantum chemistry calculation of 10 unconnected molecules or ions with the total composition C5H31N2O9S at a distorted geometry, from OMol25.

Spin multiplicity   1
Highest occupied orbital energy   -3.632 eV
E_LUMO   2.59 eV
Gap between HOMO and LUMO   0.228 Ha
ΔE to the lowest compared entry with this formula, charge and spin   2.284 eV
Strongest force on any atom   0.0541 hartree/bohr
Net charge   -1

Each line ends with the Mulliken charge.
Atoms and positions in Å:
C 0.47190 0.60337 -2.89968  -0.6871
N -0.44936 0.88783 -1.83389  0.2034
C -1.26030 2.07953 -1.99300  0.2761
C -2.00961 2.31806 -0.68933  -1.0035
S -1.03266 2.33373 0.89480  -0.4645
C -2.29149 1.96263 -3.13163  -1.3930
C 1.85725 1.23273 -2.82648  -0.7886
N 3.01919 0.29987 -2.97570  -0.5711
H 0.17080 0.85770 -3.92966  0.2207
H 0.45300 -0.47357 -3.12094  0.4582
H -0.98597 0.11129 -1.47760  0.0753
H -0.56293 2.87879 -2.27603  0.2791
H -2.60029 1.44944 -0.37356  0.1348
H -2.65478 3.18997 -0.64300  0.3552
H -1.74327 1.67649 -4.05591  0.3758
H -3.03624 1.17151 -3.08686  0.2913
H -2.72304 2.95576 -3.26737  0.4174
H 2.00174 1.99969 -3.59140  0.3288
H 2.21695 1.77047 -1.93983  0.4833
H 3.65769 0.29999 -2.17701  0.2473
H 2.72662 -0.57208 -3.37576  0.2183
H 1.84555 -3.80518 2.69627  0.2932
H 2.05268 -2.28530 3.06634  0.4012
O 2.49522 -3.13914 2.91737  -0.6517
H -2.53331 -0.73498 3.04710  0.3474
H -2.16460 -1.74858 4.02632  0.3245
O -2.47645 -1.68994 3.10803  -0.8380
H 0.51564 -2.29270 1.62711  0.5146
H 0.91563 -1.27127 0.45131  0.4600
O 0.79873 -2.25301 0.70357  -0.7841
H -3.48076 -2.10277 1.61405  0.3878
H -2.97780 -2.18810 0.18753  0.3633
O -3.75327 -2.42761 0.72805  -0.6757
H -1.51054 -3.61796 -1.07790  0.2317
H -0.39802 -2.55630 -0.49078  0.4852
O -1.26295 -2.67380 -0.95381  -0.6670
H -0.41135 -1.70928 2.98305  0.4689
H 0.83784 -1.31790 2.62858  0.1435
O 0.48213 -1.99010 3.21674  -0.7444
H 3.53970 0.20789 3.14556  0.3224
H 2.69581 0.48861 1.91515  0.3094
O 3.59468 0.60373 2.26773  -0.6165
H 0.53033 3.10451 3.53815  0.2904
H 1.26566 2.20067 2.81078  0.2881
O 0.62552 2.14245 3.54052  -0.5896
H 0.53632 0.81245 0.73140  0.0513
H 1.53461 0.76187 -0.29437  0.0861
O 1.47781 0.44854 0.63598  -0.6593